{"formula": "C3H7N3O2", "method": "the ωB97M-V functional and the def2-TZVPD basis", "orbital_gap_ev": 10.12, "lumo_ev": 0.602, "e_homo_ev": -9.520, "energy_ev": -11786.962, "de_lowest_kj_mol": 419.9, "multiplicity": 1, "symbols": ["H", "N", "C", "N", "C", "O", "C", "N", "O", "H", "H", "H", "H", "H", "H"], "coordinates": [[-0.517, -1.141, 2.387], [0.234, -1.402, 1.798], [0.290, -0.675, 0.733], [1.195, -1.004, -0.284], [1.745, -0.172, -1.366], [-0.566, 0.264, 0.203], [-1.722, 0.554, 0.855], [-2.538, 1.478, 0.513], [-2.178, 2.217, -0.570], [1.758, -1.837, 0.067], [0.980, 0.297, -1.975], [2.414, 0.631, -1.123], [2.330, -0.904, -1.971], [-1.993, -0.045, 1.607], [-1.432, 1.739, -0.872]], "atomic_forces_ev_per_a": [[-0.876, 0.154, 0.787], [0.694, 1.495, -1.864], [0.785, -2.048, -1.180], [0.741, -1.113, 1.867], [0.030, -1.518, -0.294], [-0.035, 0.701, 0.270], [-0.278, 2.534, -2.286], [0.226, -1.032, 1.043], [-0.772, 0.548, 0.266], [-0.802, 1.884, -0.938], [-0.380, -0.360, -0.108], [0.466, 0.311, 0.866], [-0.537, 0.762, 0.114], [-0.962, -2.113, 2.867], [1.702, -0.204, -1.410]]}